This record from the Open Molecules 2025 dataset describes a structure of composition C38H41CaN8O10S2 at a distorted geometry. The level of theory is the ωB97M-V functional and the def2-TZVPD basis.

Kohn-Sham gap in eV: 7.2
Energy relative to the best compared isomer or geometry (same formula, charge and spin) in kcal per mole: 93.15
Charge: +1
HOMO in eV: -9.735
2S+1: 1

Element x y z (Å)
Ca: -0.8047 -1.7342 0.5306
O: 0.4070 -2.3977 -3.1771
C: 0.1503 -2.3299 -1.8816
O: -0.2539 -1.2871 -1.3618
C: 0.8243 -3.3993 -1.0893
C: 1.4293 -4.5035 -1.6917
C: 1.9822 -5.4754 -0.8814
C: 1.9317 -5.3124 0.4990
C: 1.3133 -4.1729 1.0022
N: 0.7768 -3.2432 0.2198
C: 1.1111 -3.9306 2.4610
O: 2.0663 -4.3383 3.2972
O: 0.1161 -3.3937 2.8816
H: -0.0209 -1.6529 -3.6257
H: 1.4352 -4.5875 -2.7647
H: 2.4444 -6.3543 -1.3064
H: 2.3230 -6.0804 1.1502
H: 2.8516 -4.6820 2.8495
S: 2.8493 0.2400 0.4870
C: 3.2432 1.2275 -0.7780
N: 3.7716 2.4448 -0.6059
C: 4.1600 3.2160 -1.7647
C: 3.0841 3.0659 -2.8285
N: 2.9262 1.6613 -3.1336
C: 2.6940 1.3131 -4.5239
C: 1.6100 2.1856 -5.1033
C: 1.8839 3.0843 -6.1266
C: 0.8964 3.9339 -6.5953
C: -0.3714 3.8945 -6.0413
C: -0.6590 2.9837 -5.0374
C: 0.3265 2.1326 -4.5712
C: 3.0411 0.7473 -2.1577
S: 3.0049 -0.8809 -2.4402
C: 4.0446 3.0185 0.6961
C: 3.3935 4.3710 0.8302
C: 4.1532 5.5090 1.0672
C: 3.5465 6.7509 1.1547
C: 2.1760 6.8658 0.9961
C: 1.4097 5.7341 0.7654
C: 2.0158 4.4934 0.6844
H: 5.1228 2.8602 -2.1537
H: 4.2594 4.2624 -1.4756
H: 3.3675 3.5932 -3.7405
H: 2.1383 3.4911 -2.4677
H: 2.4155 0.2561 -4.5612
H: 3.6271 1.4454 -5.0856
H: 2.8740 3.1193 -6.5599
H: 1.1208 4.6322 -7.3872
H: -1.1338 4.5717 -6.3925
H: -1.6520 2.9404 -4.6164
H: 0.1087 1.4261 -3.7806
H: 5.1282 3.1058 0.8281
H: 3.6520 2.3233 1.4437
H: 5.2240 5.4234 1.1868
H: 4.1468 7.6294 1.3382
H: 1.7060 7.8350 1.0578
H: 0.3395 5.8235 0.6475
H: 1.4205 3.6085 0.5023
N: 0.1731 -0.3030 2.0442
C: -0.8300 -0.5607 3.0613
C: -0.8820 0.4488 4.2236
C: -0.0900 -0.0010 5.4555
C: -0.5016 -1.4057 5.9573
N: -1.8854 -1.7264 5.6596
C: -2.9676 -1.2349 6.2585
N: -2.9275 -0.8344 7.5364
N: -4.0917 -1.1960 5.5623
C: -2.2132 -0.6791 2.3570
O: -3.1732 -1.0168 3.0632
O: -2.2353 -0.4416 1.1365
H: 1.1102 -0.3390 2.4357
H: 0.0431 0.6283 1.6505
H: -0.6115 -1.5543 3.4519
H: -1.9230 0.6112 4.5165
H: -0.4967 1.4162 3.8937
H: -0.2432 0.7350 6.2474
H: 0.9774 -0.0189 5.2296
H: -0.3200 -1.4772 7.0313
H: 0.1054 -2.1710 5.4695
H: -2.0558 -1.9750 4.6868
H: -2.1251 -1.0524 8.0998
H: -3.7761 -0.5679 8.0059
H: -4.0034 -1.2286 4.5345
H: -4.9572 -0.8932 5.9715
O: -1.4997 -3.4204 -1.9695
C: -2.3671 -3.2513 -1.0763
O: -2.1343 -3.1616 0.1419
C: -3.7891 -3.0936 -1.5384
C: -4.5405 -2.0652 -0.9734
C: -5.8323 -1.8234 -1.4134
C: -6.3921 -2.6144 -2.4026
C: -5.6337 -3.6397 -2.9546
C: -4.3286 -3.8798 -2.5457
N: -6.2118 -4.4790 -3.9791
O: -7.3560 -4.2538 -4.3092
O: -5.5180 -5.3587 -4.4407
H: -4.0916 -1.4501 -0.2018
H: -6.4016 -1.0139 -0.9830
H: -7.3977 -2.4502 -2.7597
H: -3.7543 -4.6710 -3.0033

Atom charges from the Löwdin analysis, given in e for atoms 1 to 4:
1. Ca 1.430
2. O 0.103
3. C -0.602
4. O -0.101